This record from OMol25 describes an isolated molecule of C17H26N2O2. The level of theory is wB97M-V/def2-TZVPD.

The geometry in XYZ format:
```
47
Properties=species:S:1:pos:R:3
C -7.22 -0.25 0.31
H -8.12 0.34 0.39
O -6.17 0.67 0.09
C -4.91 0.19 -0.05
C -4.54 -1.15 0.01
C -3.21 -1.50 -0.14
C -2.22 -0.55 -0.36
C -2.60 0.79 -0.40
C -3.92 1.16 -0.25
H -4.21 2.19 -0.27
H -1.87 1.58 -0.53
C -0.83 -1.05 -0.50
O -0.50 -2.16 -0.12
N 0.05 -0.20 -1.09
H -0.27 0.69 -1.43
C 1.42 -0.56 -1.34
H 1.45 -1.65 -1.44
H 1.72 -0.13 -2.29
C 2.47 -0.17 -0.25
N 3.33 -1.36 -0.12
C 4.69 -1.17 0.32
H 5.25 -0.59 -0.41
H 5.16 -2.15 0.39
H 4.78 -0.69 1.31
C 2.72 -2.45 0.63
H 1.66 -2.54 0.41
H 3.21 -3.38 0.32
H 2.84 -2.35 1.71
C 3.29 1.03 -0.76
C 2.46 2.30 -0.85
C 2.00 2.70 0.54
C 1.14 1.59 1.14
C 1.84 0.23 1.11
H 1.13 -0.53 1.42
H 2.65 0.24 1.84
H 0.20 1.54 0.61
H 0.91 1.83 2.18
H 1.42 3.63 0.50
H 2.87 2.87 1.17
H 1.60 2.16 -1.51
H 3.07 3.10 -1.28
H 4.11 1.23 -0.07
H 3.72 0.77 -1.73
H -2.92 -2.54 -0.09
H -5.28 -1.92 0.17
H -7.07 -0.81 1.24
H -7.32 -0.95 -0.53
```

## Properties
- Net charge: 0
- HOMO-LUMO gap: 8.7645 eV
- Relative energy (zero: lowest compared OMol25 entry of this formula, charge and spin): 55.1 kJ/mol
- Spin multiplicity: 1
- E_tot: -25126.3469 eV
- SMILES: COc1ccc(C(=O)NCC2(N(C)C)CCCCC2)cc1
- HOMO: -8.03 eV
- LUMO level: 0.74 eV

From a natural (NBO) analysis of the wavefunction, the atomic charges in e read:
1 C -0.253
2 H 0.202
3 O -0.489
4 C 0.328
5 C -0.316
6 C -0.146
7 C -0.118
8 C -0.183
9 C -0.266
10 H 0.225
11 H 0.201
12 C 0.651
13 O -0.644
14 N -0.613
15 H 0.393
16 C -0.247
17 H 0.243
18 H 0.201
19 C 0.174
20 N -0.467
21 C -0.408
22 H 0.197
23 H 0.204
24 H 0.158
25 C -0.436
26 H 0.239
27 H 0.195
28 H 0.164
29 C -0.410
30 C -0.395
31 C -0.400
32 C -0.385
33 C -0.451
34 H 0.226
35 H 0.204
36 H 0.188
37 H 0.209
38 H 0.205
39 H 0.194
40 H 0.179
41 H 0.212
42 H 0.206
43 H 0.210
44 H 0.239
45 H 0.222
46 H 0.178
47 H 0.178

=====

This record from OMol25 describes an isolated molecule of C17H26N2O4S at a distorted geometry. The level of theory is wB97M-V/def2-TZVPD.

The geometry in XYZ format:
```
50
Properties=species:S:1:pos:R:3
C -1.36 -2.57 -2.25
H -1.79 -3.14 -3.07
O -2.35 -1.92 -1.50
C -3.24 -2.79 -0.82
C -4.23 -1.95 -0.01
H -5.01 -2.61 0.37
H -4.69 -1.22 -0.68
C -3.57 -1.22 1.15
N -2.59 -0.27 0.67
C -2.57 1.04 1.01
O -3.28 1.53 1.87
C -1.50 1.80 0.23
C -0.13 1.51 0.86
N 0.93 2.18 0.15
S 1.45 1.35 -1.21
O 0.39 0.61 -1.85
O 2.22 2.25 -2.01
C 2.54 0.17 -0.43
C 2.19 -1.16 -0.34
C 3.04 -2.05 0.30
C 4.24 -1.61 0.85
C 4.57 -0.26 0.75
C 3.73 0.63 0.11
H 3.97 1.68 0.01
H 5.51 0.09 1.17
C 5.17 -2.56 1.54
H 5.31 -2.26 2.58
H 4.78 -3.57 1.52
H 6.14 -2.55 1.05
H 2.77 -3.09 0.37
H 1.26 -1.48 -0.78
C 0.75 3.61 0.03
C -0.61 3.98 -0.56
C -1.73 3.31 0.23
H -2.70 3.53 -0.22
H -1.75 3.67 1.26
H -0.64 3.64 -1.60
H -0.73 5.06 -0.55
H 1.56 3.97 -0.60
H 0.86 4.04 1.03
H 0.09 0.44 0.84
H -0.12 1.85 1.90
H -1.48 1.43 -0.80
H -2.07 -0.58 -0.14
H -4.31 -0.67 1.74
H -3.08 -1.95 1.81
H -3.78 -3.41 -1.55
H -2.67 -3.46 -0.15
H -0.77 -3.25 -1.62
H -0.72 -1.78 -2.64
```

## Properties
- Net charge: 0
- HOMO-LUMO gap: 9.6456 eV
- Relative energy (zero: lowest compared OMol25 entry of this formula, charge and spin): 23.9 kJ/mol
- Spin multiplicity: 1
- E_tot: -40056.6376 eV
- SMILES: COCCCNC(=O)[C@H]1CCCN(S(=O)(=O)c2ccc(C)cc2)C1
- HOMO: -9.05 eV
- LUMO level: 0.59 eV

From a natural (NBO) analysis of the wavefunction, the atomic charges in e read:
1 C -0.250
2 H 0.170
3 O -0.561
4 C -0.061
5 C -0.424
6 H 0.216
7 H 0.216
8 C -0.221
9 N -0.637
10 C 0.694
11 O -0.638
12 C -0.343
13 C -0.217
14 N -0.681
15 S 2.309
16 O -0.960
17 O -0.937
18 C -0.264
19 C -0.214
20 C -0.211
21 C 0.010
22 C -0.217
23 C -0.180
24 H 0.233
25 H 0.216
26 C -0.631
27 H 0.224
28 H 0.217
29 H 0.225
30 H 0.213
31 H 0.236
32 C -0.226
33 C -0.416
34 C -0.394
35 H 0.220
36 H 0.212
37 H 0.206
38 H 0.215
39 H 0.237
40 H 0.197
41 H 0.217
42 H 0.213
43 H 0.238
44 H 0.424
45 H 0.234
46 H 0.181
47 H 0.173
48 H 0.161
49 H 0.160
50 H 0.215

=====

This record from OMol25 describes a structure of composition C17H26N4O3S2 at a distorted geometry. The level of theory is wB97M-V/def2-TZVPD.

The geometry in XYZ format:
```
52
Properties=species:S:1:pos:R:3
C -0.42 2.34 -3.51
C 0.98 2.26 -4.10
C 2.02 1.70 -3.13
C 1.86 0.19 -2.92
H 0.89 -0.03 -2.48
H 1.90 -0.29 -3.90
C 2.96 -0.42 -2.04
C 2.73 -0.11 -0.55
N 1.53 -0.72 -0.03
C 1.52 -1.80 0.76
O 2.51 -2.35 1.19
C 0.10 -2.27 1.12
N -0.89 -1.78 0.18
S -2.34 -1.35 0.91
O -3.22 -0.90 -0.12
O -2.82 -2.36 1.81
C -1.84 0.06 1.90
C -2.24 0.14 3.21
C -1.93 1.27 4.00
C -1.23 2.33 3.49
C -0.81 2.27 2.15
N -0.11 3.18 1.47
S 0.14 2.64 -0.01
N -0.62 1.23 0.11
C -1.11 1.11 1.34
H -1.00 3.20 4.08
H -2.27 1.29 5.02
H -2.80 -0.68 3.62
C -1.04 -2.56 -1.03
H -1.86 -2.12 -1.59
H -1.28 -3.61 -0.81
H -0.12 -2.52 -1.60
H 0.10 -3.36 1.19
H -0.15 -1.87 2.11
H 0.63 -0.34 -0.33
H 3.56 -0.51 0.04
H 2.68 0.97 -0.39
C 3.07 -1.93 -2.25
C 3.84 -2.30 -3.51
H 3.36 -1.89 -4.40
H 4.86 -1.92 -3.46
H 3.88 -3.38 -3.63
H 3.58 -2.38 -1.39
H 2.07 -2.37 -2.29
H 3.92 0.04 -2.31
H 1.93 2.22 -2.18
H 3.01 1.89 -3.53
H 0.96 1.64 -5.00
H 1.29 3.26 -4.41
H -0.44 3.05 -2.68
H -1.13 2.69 -4.27
H -0.76 1.38 -3.16
```

## Properties
- Net charge: 0
- HOMO-LUMO gap: 8.1259 eV
- Relative energy (zero: lowest compared OMol25 entry of this formula, charge and spin): 28.0 kJ/mol
- Spin multiplicity: 1
- E_tot: -51824.5328 eV
- HOMO: -9.51 eV
- LUMO level: -1.38 eV

From a natural (NBO) analysis of the wavefunction, the atomic charges in e read:
1 C -0.608
2 C -0.390
3 C -0.393
4 C -0.408
5 H 0.195
6 H 0.205
7 C -0.203
8 C -0.224
9 N -0.659
10 C 0.671
11 O -0.631
12 C -0.325
13 N -0.679
14 S 2.327
15 O -0.923
16 O -0.938
17 C -0.340
18 C -0.138
19 C -0.208
20 C -0.188
21 C 0.163
22 N -0.624
23 S 1.004
24 N -0.637
25 C 0.080
26 H 0.235
27 H 0.229
28 H 0.253
29 C -0.427
30 H 0.242
31 H 0.192
32 H 0.211
33 H 0.223
34 H 0.237
35 H 0.441
36 H 0.235
37 H 0.188
38 C -0.401
39 C -0.600
40 H 0.197
41 H 0.201
42 H 0.212
43 H 0.220
44 H 0.191
45 H 0.199
46 H 0.182
47 H 0.204
48 H 0.195
49 H 0.200
50 H 0.190
51 H 0.215
52 H 0.207

=====

This record from OMol25 describes a structure of composition C17H26N6NbO8Rb at a distorted geometry. The level of theory is wB97M-V/def2-TZVPD.

The geometry in XYZ format:
```
59
Properties=species:S:1:pos:R:3
N 1.76 -0.07 0.38
C 2.75 -0.14 1.11
O 3.71 -0.27 1.78
Rb 0.37 0.42 -3.25
Nb -0.21 0.25 0.20
N -0.71 -1.41 -0.96
N -0.12 1.77 -1.15
C -0.19 -2.80 -0.77
C 0.74 2.99 -1.38
C 0.83 -3.06 -1.88
C -1.31 -3.84 -0.84
C 0.46 -2.97 0.60
C 0.36 3.61 -2.73
C 0.52 4.01 -0.26
C 2.21 2.57 -1.36
H 0.36 -3.02 -2.88
H 1.27 -4.06 -1.75
H 1.65 -2.33 -1.84
H -2.05 -3.66 -0.05
H -0.88 -4.84 -0.66
H -1.81 -3.88 -1.81
H 1.29 -2.28 0.76
H 0.88 -3.99 0.65
H -0.28 -2.87 1.39
H 0.86 3.12 -3.59
H 0.70 4.66 -2.74
H -0.73 3.62 -2.89
H -0.50 4.39 -0.25
H 1.20 4.86 -0.42
H 0.74 3.57 0.72
H 2.47 2.05 -0.43
H 2.82 3.47 -1.44
H 2.49 1.92 -2.21
C -1.57 2.01 -1.04
H -2.04 1.29 -0.30
H -1.79 3.03 -0.67
H -2.09 1.88 -2.00
C -1.85 -1.30 -1.89
H -2.70 -1.90 -1.55
H -2.23 -0.26 -1.96
H -1.58 -1.64 -2.92
O -0.92 -0.73 8.05
N -0.14 -0.13 7.28
O 0.84 0.54 7.69
C -0.37 -0.22 5.86
C -1.42 -1.02 5.38
C -1.59 -1.17 4.02
C -0.86 -0.37 3.12
O -1.10 -0.46 1.82
C 0.16 0.49 3.62
C 0.46 0.51 4.99
N 0.87 1.28 2.68
O 1.98 1.76 2.91
O 0.17 1.72 1.63
N -2.55 -2.14 3.48
O -3.60 -2.32 4.14
O -2.29 -2.76 2.43
H -2.06 -1.55 6.08
H 1.29 1.11 5.36
```

## Properties
- Net charge: +2
- HOMO-LUMO gap (spin up / spin down): 6.7652 / 6.7642 eV
- Relative energy (zero: lowest compared OMol25 entry of this formula, charge and spin): 66.5 kJ/mol
- Spin multiplicity: 1
- E_tot: -45554.3956 eV
- HOMO (spin up / spin down): -15.56 / -15.55 eV
- LUMO level (spin up / spin down): -8.79 / -8.79 eV

From a natural (NBO) analysis of the wavefunction, the atomic charges in e read:
1 N -0.858
2 C 0.896
3 O -0.400
4 Rb 0.969
5 Nb 2.044
6 N -0.654
7 N -0.703
8 C 0.112
9 C 0.125
10 C -0.621
11 C -0.639
12 C -0.646
13 C -0.641
14 C -0.638
15 C -0.623
16 H 0.204
17 H 0.257
18 H 0.199
19 H 0.237
20 H 0.249
21 H 0.217
22 H 0.203
23 H 0.252
24 H 0.245
25 H 0.197
26 H 0.267
27 H 0.218
28 H 0.214
29 H 0.253
30 H 0.237
31 H 0.228
32 H 0.260
33 H 0.188
34 C -0.426
35 H 0.187
36 H 0.264
37 H 0.227
38 C -0.454
39 H 0.261
40 H 0.193
41 H 0.202
42 O -0.314
43 N 0.488
44 O -0.327
45 C 0.015
46 C -0.047
47 C -0.029
48 C 0.470
49 O -0.705
50 C -0.078
51 C -0.066
52 N 0.519
53 O -0.181
54 O -0.504
55 N 0.502
56 O -0.298
57 O -0.355
58 H 0.311
59 H 0.300

=====

This record from OMol25 describes the ion C17H26NO2S with charge +1. The level of theory is wB97M-V/def2-TZVPD.

The geometry in XYZ format:
```
47
Properties=species:S:1:pos:R:3
C 1.74 1.10 3.43
C 2.33 0.93 2.04
H 2.12 -0.07 1.65
H 3.40 1.12 2.04
O 1.79 1.91 1.13
C 0.63 1.67 0.59
O -0.05 0.68 0.77
C 0.17 2.81 -0.33
C -0.56 2.22 -1.54
N -1.76 1.48 -1.11
C -2.71 2.40 -0.45
C -2.08 3.02 0.79
C -0.78 3.74 0.44
H -0.29 4.10 1.34
H -1.00 4.61 -0.19
H -2.78 3.72 1.24
H -1.88 2.23 1.52
H -3.61 1.84 -0.17
H -3.00 3.18 -1.17
C -2.36 0.69 -2.20
C -1.68 -0.66 -2.32
H -0.61 -0.57 -2.53
H -2.15 -1.25 -3.11
S -1.88 -1.54 -0.71
C -0.24 -2.18 -0.40
C 0.18 -2.23 0.92
C 1.43 -2.73 1.21
C 2.28 -3.18 0.21
C 1.83 -3.13 -1.11
C 0.57 -2.65 -1.42
H 0.24 -2.65 -2.44
H 2.47 -3.49 -1.90
C 3.63 -3.74 0.53
H 4.35 -3.49 -0.25
H 3.58 -4.82 0.59
H 4.00 -3.36 1.48
H 1.76 -2.78 2.24
H -0.47 -1.89 1.70
H -3.42 0.52 -1.97
H -2.30 1.25 -3.14
H -1.42 0.80 -0.37
H 0.10 1.53 -2.08
H -0.86 3.02 -2.22
H 1.05 3.36 -0.65
H 2.23 0.40 4.11
H 0.67 0.88 3.42
H 1.90 2.11 3.79
```

## Properties
- Net charge: +1
- HOMO-LUMO gap: 8.8526 eV
- Relative energy (zero: lowest compared OMol25 entry of this formula, charge and spin): 0.0 kJ/mol
- Spin multiplicity: 1
- E_tot: -34466.4697 eV
- SMILES: CCOC(=O)[C@@H]1CCC[N@@H+](CCSc2ccc(C)cc2)C1
- HOMO: -11.04 eV
- LUMO level: -2.19 eV

From a natural (NBO) analysis of the wavefunction, the atomic charges in e read:
1 C -0.638
2 C -0.085
3 H 0.208
4 H 0.208
5 O -0.472
6 C 0.824
7 O -0.640
8 C -0.329
9 C -0.216
10 N -0.478
11 C -0.216
12 C -0.429
13 C -0.395
14 H 0.240
15 H 0.221
16 H 0.247
17 H 0.229
18 H 0.236
19 H 0.217
20 C -0.226
21 C -0.541
22 H 0.233
23 H 0.253
24 S 0.243
25 C -0.200
26 C -0.146
27 C -0.225
28 C -0.008
29 C -0.191
30 C -0.233
31 H 0.217
32 H 0.220
33 C -0.632
34 H 0.224
35 H 0.234
36 H 0.219
37 H 0.217
38 H 0.219
39 H 0.232
40 H 0.230
41 H 0.532
42 H 0.234
43 H 0.229
44 H 0.263
45 H 0.234
46 H 0.217
47 H 0.221

=====

This record from OMol25 describes a structure of composition C17H27BrCeNO3P at a distorted geometry. The level of theory is wB97M-V/def2-TZVPD.

The geometry in XYZ format:
```
51
Properties=species:S:1:pos:R:3
Ce 0.34 -0.84 1.30
C -1.75 0.11 0.75
O -2.85 0.53 0.77
C 0.17 1.67 1.34
O 0.06 2.83 1.37
C 2.26 0.87 1.19
O 3.16 1.59 1.35
C -1.32 1.37 -2.16
P 0.11 0.62 -1.27
H 0.61 -1.02 -2.92
H -2.17 0.72 -1.91
C 1.57 1.31 -2.25
H 1.27 1.23 -3.31
C -1.17 1.39 -3.69
H -0.84 0.44 -4.13
H -0.46 2.17 -4.00
H -2.13 1.64 -4.16
C -1.66 2.78 -1.66
H -0.89 3.50 -1.95
C 0.90 -2.06 -1.08
H -1.78 2.82 -0.57
H -2.61 3.09 -2.14
C -1.34 -1.65 -2.26
H 0.26 -2.59 -0.33
H 1.23 -2.91 -1.69
H 1.81 -1.62 -0.62
C 0.09 -1.12 -1.96
H -1.27 -2.74 -2.40
H -1.73 -1.21 -3.19
H -2.05 -1.47 -1.44
C 2.86 0.53 -2.03
H 3.17 0.53 -0.98
H 3.65 1.02 -2.62
H 2.77 -0.50 -2.39
C 1.77 2.80 -1.93
H 1.89 2.98 -0.85
H 0.96 3.44 -2.29
H 2.69 3.15 -2.42
H 0.07 -3.85 0.73
H -0.01 -3.55 1.43
Br -1.02 -4.73 5.26
C -0.84 -2.84 5.08
C -0.96 -2.01 6.19
C -0.78 -0.65 6.02
C -0.45 -0.15 4.76
N -0.26 -0.96 3.68
C -0.53 -2.28 3.84
H -1.18 -2.46 7.16
H -0.88 0.05 6.87
H -0.33 0.92 4.56
H -0.45 -2.89 2.95
```

## Properties
- Net charge: +4
- HOMO-LUMO gap (spin up / spin down): 3.1278 / 3.1955 eV
- Spin multiplicity: 1
- E_tot: -117908.8830 eV
- HOMO (spin up / spin down): -20.81 / -20.84 eV
- LUMO level (spin up / spin down): -17.68 / -17.64 eV

From a Mulliken analysis of the wavefunction, the atomic charges in e read:
1 Ce 1.026
2 C 0.594
3 O -0.063
4 C 0.257
5 O -0.091
6 C 0.406
7 O -0.024
8 C 0.475
9 P 0.437
10 H 0.744
11 H 0.554
12 C 0.052
13 H 0.579
14 C -1.773
15 H 0.461
16 H 0.397
17 H 0.452
18 C -1.294
19 H 0.254
20 C -1.114
21 H 0.320
22 H 0.468
23 C -1.445
24 H -0.548
25 H 0.659
26 H 0.441
27 C 0.271
28 H 0.451
29 H 0.380
30 H 0.321
31 C -1.166
32 H 0.093
33 H 0.494
34 H 0.339
35 C -1.316
36 H 0.283
37 H 0.190
38 H 0.496
39 H 0.671
40 H -0.337
41 Br 0.007
42 C -0.648
43 C -0.021
44 C -0.835
45 C 0.046
46 N -0.078
47 C 0.627
48 H 0.521
49 H 0.442
50 H 0.510
51 H 0.035

=====

> What is the E_tot in the sixth record?

-117908.8830 eV

=====

> Number 1 is which compound?

C17H26N2O2